(1)
{
  "formula": "C35H28F4O2P",
  "method": "the ωB97M-V functional and the def2-TZVPD basis",
  "charge": 1,
  "orbital_gap_ev": 2.471,
  "e_lumo_ev": -6.71,
  "symbols": ["P", "F", "F", "F", "F", "O", "O", "C", "C", "C", "C", "C", "C", "C", "C", "C", "C", "C", "C", "C", "C", "C", "C", "C", "C", "C", "C", "C", "C", "C", "C", "C", "C", "C", "C", "C", "C", "C", "C", "C", "C", "C", "H", "H", "H", "H", "H", "H", "H", "H", "H", "H", "H", "H", "H", "H", "H", "H", "H", "H", "H", "H", "H", "H", "H", "H", "H", "H", "H", "H"],
  "coordinates": [[-0.68, -0.33, 2.33], [5.32, -1.68, -4.86], [-4.10, -1.71, -4.79], [3.80, 2.81, -4.81], [-2.61, 2.79, -4.83], [2.83, 1.29, 1.26], [1.76, 1.03, 3.29], [0.83, -3.43, 4.40], [1.91, -0.33, -4.73], [0.76, 0.18, 1.41], [-0.24, -1.43, 3.68], [0.45, -3.16, 5.70], [-3.08, -0.81, -4.78], [-1.74, -1.17, 1.15], [-2.33, 1.47, -4.79], [4.30, -0.79, -4.81], [-3.36, 0.55, -4.82], [-3.24, -2.39, -0.80], [1.79, 0.84, 2.06], [-1.06, 2.35, 2.84], [-0.62, -1.15, 4.97], [3.00, -1.23, -4.76], [-1.76, 3.44, 3.31], [-1.59, 1.09, 2.96], [-3.52, 1.98, 4.03], [4.95, 2.48, 1.24], [-2.88, -1.07, -0.94], [2.23, 1.04, -4.73], [-1.78, -1.24, -4.73], [-2.10, -2.49, 1.30], [-3.00, 3.25, 3.90], [-1.02, 1.04, -4.74], [3.53, 1.49, -4.78], [-2.85, -3.10, 0.32], [-0.70, -0.34, -4.72], [-0.28, -2.02, 5.99], [4.57, 0.57, -4.82], [-2.13, -0.45, 0.04], [0.49, -2.56, 3.39], [3.69, 2.12, 2.00], [0.61, -0.89, -4.72], [-2.82, 0.90, 3.55], [2.83, -2.29, -4.74], [-0.57, -1.81, 7.01], [-1.79, -3.02, 2.18], [-4.48, 1.84, 4.51], [-3.82, -2.87, -1.57], [3.11, 3.02, 2.27], [-3.55, 4.10, 4.27], [1.40, -4.32, 4.18], [-1.85, 0.59, -0.04], [5.59, 0.91, -4.88], [0.78, -2.75, 2.37], [3.92, 1.61, 2.94], [-3.14, -4.14, 0.43], [0.74, -3.82, 6.50], [-4.38, 0.88, -4.88], [0.78, 0.06, 0.35], [1.48, 1.80, -4.69], [5.49, 3.31, 1.72], [5.63, 1.63, 1.19], [-3.20, -0.11, 3.66], [-1.18, -0.26, 5.18], [-0.08, 2.46, 2.41], [-0.27, 1.79, -4.73], [0.61, -1.96, -4.73], [-1.35, 4.43, 3.22], [-3.18, -0.51, -1.81], [4.72, 2.78, 0.22], [-1.60, -2.30, -4.71]]
}

(2)
{
  "formula": "C35H28N4PdSSb",
  "method": "the ωB97M-V functional and the def2-TZVPD basis",
  "charge": 3,
  "orbital_gap_ev": [4.206, 4.208],
  "e_lumo_ev": [-12.06, -12.06],
  "symbols": ["Sb", "Pd", "S", "N", "N", "N", "N", "C", "C", "C", "C", "C", "C", "C", "C", "C", "C", "C", "C", "C", "C", "C", "C", "C", "C", "C", "C", "C", "C", "C", "C", "C", "C", "C", "C", "C", "C", "C", "C", "C", "C", "C", "H", "H", "H", "H", "H", "H", "H", "H", "H", "H", "H", "H", "H", "H", "H", "H", "H", "H", "H", "H", "H", "H", "H", "H", "H", "H", "H", "H"],
  "coordinates": [[-0.75, 0.66, 1.87], [-0.03, 0.40, -2.01], [-1.61, 0.28, -0.29], [1.60, 0.48, -3.06], [0.10, -1.63, -2.57], [2.11, 1.58, -3.36], [0.28, 2.37, -2.08], [-3.09, -3.10, -1.72], [-2.39, 2.79, 3.37], [-2.69, -4.39, -1.38], [-0.75, -2.56, -2.14], [0.18, -2.62, 4.53], [3.36, 1.61, 1.06], [1.24, 3.01, 2.20], [-2.39, 1.52, 2.82], [1.44, 2.65, -2.75], [-2.14, -2.17, -2.06], [-1.33, -4.77, -1.36], [-4.70, 2.50, 3.98], [-3.55, 3.28, 3.95], [-0.43, 3.37, -1.58], [-3.54, 0.72, 2.86], [2.12, 1.01, 1.15], [3.23, -0.84, -4.33], [1.17, 4.98, -2.36], [1.05, 1.72, 1.71], [-0.39, -1.26, 2.64], [3.59, -2.10, -4.81], [1.91, 3.93, -2.91], [-0.01, 4.69, -1.70], [-0.08, -1.37, 3.99], [2.80, -3.22, -4.55], [2.08, -0.74, -3.58], [-4.69, 1.22, 3.44], [1.27, -1.87, -3.25], [-0.17, -3.63, 2.37], [-0.37, -3.89, -1.74], [3.55, 2.91, 1.54], [1.65, -3.11, -3.81], [0.14, -3.75, 3.72], [-0.44, -2.38, 1.82], [2.49, 3.60, 2.11], [0.34, -4.72, 4.14], [-3.53, -0.29, 2.46], [-0.04, -0.50, 4.63], [-3.45, -5.12, -1.11], [-5.61, 2.89, 4.42], [-1.35, 3.10, -1.07], [-0.63, 5.48, -1.29], [-4.14, -2.83, -1.73], [2.64, 4.60, 2.49], [1.51, 6.00, -2.46], [3.09, -4.18, -4.97], [-0.69, -2.28, 0.77], [0.43, 3.57, 2.65], [0.42, -2.71, 5.58], [-1.06, -5.76, -1.02], [3.82, 0.04, -4.55], [4.20, 1.07, 0.64], [-1.50, 3.41, 3.38], [-2.42, -1.17, -2.36], [4.48, -2.20, -5.43], [0.67, -4.14, -1.65], [-3.56, 4.27, 4.39], [1.01, -3.97, -3.71], [4.52, 3.37, 1.48], [2.83, 4.10, -3.45], [-0.20, -4.52, 1.75], [-5.58, 0.61, 3.49], [1.98, -0.01, 0.81]]
}

(3)
{
  "formula": "C35H28O13",
  "method": "the ωB97M-V functional and the def2-TZVPD basis",
  "smiles": "C[C@@H]1OC(=O)C[C@@H]1O.O=C1C=CC(=O)C=C1.O=C1C=CC(=O)C=C1.O=C1C=CC(=O)C=C1.O=C1C=CC(=O)C=C1.O=C1C=CC(=O)C=C1",
  "charge": 0,
  "orbital_gap_ev": 8.391,
  "e_lumo_ev": -1.74,
  "symbols": ["O", "O", "O", "O", "O", "O", "O", "O", "O", "O", "O", "O", "O", "C", "C", "C", "C", "C", "C", "C", "C", "C", "C", "C", "C", "C", "C", "C", "C", "C", "C", "C", "C", "C", "C", "C", "C", "C", "C", "C", "C", "C", "C", "C", "C", "C", "C", "C", "H", "H", "H", "H", "H", "H", "H", "H", "H", "H", "H", "H", "H", "H", "H", "H", "H", "H", "H", "H", "H", "H", "H", "H", "H", "H", "H", "H"],
  "coordinates": [[2.70, -5.35, 4.06], [-3.26, -3.32, -8.12], [3.70, 5.53, 2.88], [-0.38, 0.70, -0.09], [3.46, -0.66, 1.73], [-1.84, 0.81, -5.14], [-2.46, 0.04, 0.47], [-2.89, 3.46, -1.36], [-0.01, -1.23, -2.59], [-0.08, -3.22, -0.59], [2.98, 0.85, 5.24], [-3.23, -5.61, 2.92], [-1.12, 6.91, 2.23], [2.89, -4.27, 3.54], [-1.94, -2.52, -6.35], [4.15, 2.09, 3.62], [-2.49, 4.25, -0.54], [-2.17, -0.13, -5.83], [2.54, 4.29, 4.51], [4.33, 3.27, 3.02], [-1.64, 0.32, -0.41], [-2.51, -5.06, 2.11], [-3.52, -1.03, -7.66], [-1.78, 0.31, -1.90], [2.30, -1.90, 3.35], [-2.98, -3.88, 1.34], [-1.13, -5.55, 1.86], [-3.17, 0.01, -6.91], [-1.58, -1.48, -5.60], [-0.35, 0.13, -2.40], [0.43, 0.86, -1.28], [3.54, 4.46, 3.42], [-1.04, 4.72, 1.38], [-2.53, 6.52, 0.39], [3.29, -1.74, 2.26], [-1.49, 3.85, 0.48], [3.15, 1.92, 4.70], [-0.35, -4.94, 0.97], [1.81, 0.31, -0.99], [4.06, -2.94, 1.85], [-1.52, 6.12, 1.41], [-0.82, -3.76, 0.22], [3.88, -4.11, 2.44], [-2.93, -2.37, -7.44], [-2.20, -3.28, 0.46], [2.36, 3.11, 5.10], [-2.98, 5.65, -0.51], [2.12, -3.07, 3.95], [-1.16, 2.82, 0.44], [4.71, 1.21, 3.34], [-3.99, -3.55, 1.55], [5.04, 3.42, 2.23], [-0.81, -6.41, 2.42], [2.39, 0.99, -0.35], [-2.51, -2.41, -0.10], [1.75, -1.01, 3.64], [-1.53, -3.51, -6.20], [-2.14, 1.32, -2.19], [2.36, 0.15, -1.93], [-3.58, 1.00, -7.05], [-0.13, -1.75, -1.78], [-0.31, 4.45, 2.14], [-2.87, 7.55, 0.44], [4.42, -5.00, 2.16], [0.46, 1.92, -1.56], [1.64, 2.96, 5.89], [-2.47, -0.44, -2.28], [1.71, -0.64, -0.46], [4.77, -2.79, 1.05], [1.40, -3.22, 4.75], [0.66, -5.28, 0.75], [-0.21, 0.60, -3.37], [1.97, 5.17, 4.78], [-3.71, 5.92, -1.27], [-0.87, -1.55, -4.78], [-4.25, -0.95, -8.46]]
}